# C15H60N30O15

A cluster of 15 separate species, C15H60N30O15 in total at a distorted geometry (ωB97M-V with the def2-TZVPD basis set, the OMol25 dataset).

Computed properties:
HOMO   -9.26 eV
ΔE to the lowest compared entry with this formula, charge and spin   0.747 eV
Molar mass   900.84 g/mol
E_tot   -91961.806 eV

Atoms and positions in Å:
C -3.023 -2.485 -4.476
O -2.174 -2.927 -5.201
N -4.438 -2.671 -4.612
N -2.798 -1.534 -3.513
H -4.992 -2.781 -3.770
H -4.697 -3.307 -5.360
H -3.533 -0.856 -3.549
H -2.004 -0.969 -3.675
C -0.729 -4.456 -1.012
O 0.064 -4.522 -1.919
N -1.941 -5.033 -1.250
N -0.616 -3.812 0.201
H -2.660 -5.067 -0.512
H -2.043 -5.550 -2.093
H 0.383 -3.895 0.639
H -1.348 -4.070 0.926
C -1.915 1.981 -3.855
O -2.435 1.658 -4.928
N -0.686 1.451 -3.614
N -2.545 2.715 -2.870
H -0.020 1.914 -2.988
H -0.259 1.071 -4.414
H -3.510 2.548 -2.718
H -2.174 2.490 -1.949
C -0.489 3.743 3.022
O -0.347 2.610 2.566
N -1.594 3.963 3.782
N 0.460 4.706 2.849
H -2.041 3.109 4.162
H -1.887 4.870 4.057
H 0.031 5.654 2.991
H 1.094 4.767 2.067
C -0.980 -0.079 0.257
O -1.743 -0.396 1.236
N -0.600 1.208 0.018
N -0.647 -0.965 -0.725
H -0.471 1.835 0.842
H 0.115 1.265 -0.683
H -0.797 -1.940 -0.583
H 0.265 -0.893 -1.152
C -3.696 1.170 4.348
O -2.602 1.364 4.858
N -4.819 1.431 5.104
N -3.781 0.737 3.099
H -5.879 1.752 4.650
H -4.577 1.652 6.084
H -4.604 0.211 2.842
H -2.906 0.376 2.727
C 2.668 3.824 0.401
O 2.214 4.914 0.637
N 2.316 2.651 1.012
N 3.729 3.612 -0.470
H 3.128 2.026 1.243
H 1.591 2.632 1.753
H 4.230 4.459 -0.410
H 4.159 2.686 -0.526
C 1.268 0.249 4.365
O 2.430 0.071 4.739
N 0.233 0.534 5.258
N 0.822 0.098 3.119
H -0.747 0.705 5.040
H 0.468 0.644 6.221
H -0.040 0.504 2.873
H 1.657 0.173 2.474
C 4.342 0.400 -2.248
O 5.036 0.978 -1.343
N 4.866 -0.537 -3.062
N 2.995 0.703 -2.383
H 5.893 -0.568 -3.114
H 4.367 -0.895 -3.846
H 2.589 0.627 -3.296
H 2.643 1.440 -1.799
C 0.975 4.242 -2.506
O 0.623 3.252 -1.945
N 1.121 4.305 -3.943
N 1.084 5.515 -1.967
H 0.926 3.520 -4.578
H 1.914 4.846 -4.246
H 1.503 5.567 -1.042
H 1.490 6.151 -2.606
C 5.094 0.949 2.700
O 4.186 0.919 1.821
N 5.035 0.455 3.892
N 6.252 1.578 2.334
H 5.754 0.501 4.548
H 4.154 0.281 4.376
H 7.092 1.244 2.742
H 6.315 1.842 1.400
C 2.732 -2.553 0.268
O 2.201 -3.309 1.081
N 2.410 -2.577 -1.071
N 3.671 -1.612 0.588
H 1.844 -3.402 -1.272
H 3.129 -2.327 -1.734
H 3.671 -1.437 1.588
H 3.945 -0.813 -0.049
C 1.248 -1.168 -4.773
O 2.374 -0.724 -4.693
N 0.281 -0.750 -5.656
N 0.821 -2.127 -3.946
H -0.503 -1.323 -5.791
H 0.539 -0.235 -6.425
H 1.490 -2.570 -3.300
H -0.042 -2.626 -4.100
C -4.740 -3.648 -0.507
O -5.219 -3.850 -1.615
N -5.039 -4.486 0.525
N -3.863 -2.680 -0.361
H -5.324 -5.417 0.294
H -4.699 -4.255 1.434
H -3.699 -2.053 -1.146
H -3.342 -2.543 0.481
C -2.396 -3.022 3.449
O -3.035 -3.557 2.467
N -1.318 -2.251 3.297
N -2.820 -3.318 4.737
H -0.740 -1.962 4.047
H -1.147 -2.052 2.313
H -2.485 -2.803 5.551
H -3.733 -3.693 4.796

Results of the Mulliken charge analysis, in e, for atoms 1 through 2: number 1, C, carries 0.39; number 2, O, carries -0.66